C54H138N10O17 | the ωB97M-V functional and the def2-TZVPD basis

```
219
Properties=species:S:1:pos:R:3
C -4.891 -4.890 -3.625
O -3.922 -3.962 -3.707
C -3.382 -3.880 -4.962
C -2.547 -2.634 -5.049
C -3.401 -1.399 -5.023
N -1.658 -2.689 -6.191
H -4.490 -5.907 -3.812
H -5.719 -4.751 -4.332
H -5.249 -4.909 -2.599
H -2.736 -4.755 -5.186
H -4.138 -3.948 -5.775
H -1.953 -2.757 -4.134
H -2.861 -0.443 -5.107
H -4.014 -1.338 -4.117
H -4.046 -1.330 -5.914
H -2.235 -2.695 -7.038
H -1.143 -1.807 -6.252
C 1.069 -2.421 5.898
O 2.158 -1.671 6.385
C 2.221 -0.384 5.955
C 3.077 0.360 6.890
C 2.469 0.319 8.300
N 3.156 1.801 6.470
H 1.071 -3.433 6.296
H 1.215 -2.373 4.809
H 0.062 -2.068 6.191
H 2.621 -0.336 4.912
H 1.234 0.095 5.806
H 4.089 -0.073 6.982
H 1.415 0.608 8.304
H 3.034 0.869 9.056
H 2.481 -0.712 8.690
H 3.688 1.956 5.614
H 3.601 2.350 7.194
C 0.114 -0.371 1.112
O -0.819 -1.061 0.375
C -1.423 -0.307 -0.652
C -0.487 0.223 -1.678
C -1.174 1.280 -2.552
N -0.067 -0.853 -2.614
H 1.091 -0.234 0.636
H 0.312 -0.886 2.055
H -0.286 0.612 1.418
H -2.177 -0.951 -1.113
H -2.019 0.521 -0.209
H 0.400 0.717 -1.274
H -1.321 2.252 -2.069
H -2.159 0.886 -2.846
H -0.602 1.514 -3.452
H 0.442 -1.604 -2.135
H -0.893 -1.289 -3.024
C -0.461 6.506 -0.772
O 0.760 6.032 -1.296
C 0.689 4.993 -2.269
C 1.549 3.827 -1.849
N 1.193 3.342 -0.533
C 2.280 3.098 0.329
C 1.806 3.388 1.736
O 1.025 4.498 1.775
C 1.788 5.671 1.902
H -0.376 7.606 -0.723
H -0.547 6.233 0.287
H -1.300 6.237 -1.401
H 1.020 5.370 -3.254
H -0.361 4.713 -2.472
H 2.598 4.157 -1.913
H 1.493 2.961 -2.524
H 0.642 4.046 -0.047
H 3.149 3.786 0.272
H 2.604 2.070 0.234
H 2.606 3.425 2.490
H 1.211 2.547 2.130
H 1.100 6.511 1.820
H 2.539 5.740 1.111
H 2.238 5.720 2.902
C 2.375 2.304 -5.964
O 3.221 2.531 -7.028
C 2.620 2.568 -8.307
C 2.341 1.166 -8.906
N 1.033 0.483 -8.644
C -0.151 1.132 -9.092
C -1.389 0.601 -8.383
O -1.355 1.040 -7.034
C -1.781 2.380 -6.828
H 1.859 1.333 -5.975
H 1.486 2.983 -6.002
H 2.886 2.501 -5.034
H 3.424 2.974 -8.928
H 1.737 3.206 -8.300
H 3.090 0.531 -8.429
H 2.440 1.195 -9.992
H 0.941 0.298 -7.657
H -0.314 1.068 -10.187
H -0.179 2.235 -8.982
H -1.394 -0.488 -8.440
H -2.273 0.928 -8.953
H -2.890 2.399 -6.759
H -1.501 3.102 -7.598
H -1.447 2.691 -5.840
C -3.094 5.442 8.977
O -2.632 5.647 7.678
C -2.980 6.866 7.149
C -3.545 6.657 5.794
N -2.532 6.167 4.879
C -3.042 5.856 3.562
C -1.982 5.075 2.789
O -2.689 4.410 1.729
C -1.959 3.549 0.953
H -3.218 6.406 9.503
H -2.401 4.805 9.495
H -4.140 5.092 8.937
H -2.036 7.426 7.063
H -3.629 7.525 7.735
H -3.960 7.615 5.437
H -4.435 5.996 5.899
H -2.201 5.314 5.348
H -3.221 6.782 2.998
H -4.002 5.316 3.596
H -1.589 4.280 3.427
H -1.234 5.748 2.369
H -1.297 4.044 0.242
H -2.700 2.912 0.488
H -1.281 2.938 1.572
C -3.079 -8.540 -5.269
O -2.693 -7.669 -4.194
C -1.357 -7.302 -4.247
C -0.902 -6.766 -2.904
N 0.308 -5.922 -2.962
C 0.103 -4.559 -3.458
C 1.415 -3.755 -3.549
O 1.910 -3.481 -2.241
C 3.219 -2.948 -2.193
H -4.132 -8.807 -5.141
H -2.499 -9.478 -5.257
H -3.020 -8.036 -6.251
H -1.093 -6.563 -5.036
H -0.766 -8.200 -4.538
H -0.720 -7.571 -2.187
H -1.743 -6.157 -2.536
H 1.061 -6.391 -3.456
H -0.563 -3.949 -2.849
H -0.207 -4.612 -4.524
H 1.059 -2.779 -3.943
H 2.187 -4.193 -4.196
H 3.276 -2.235 -1.377
H 3.479 -2.450 -3.139
H 3.949 -3.760 -2.053
C 2.321 -6.448 6.967
O 1.810 -6.142 5.763
C 0.523 -6.679 5.597
C -0.130 -6.026 4.397
N 0.052 -6.674 3.127
C 1.500 -6.695 2.870
C 2.021 -5.335 2.397
O 1.019 -4.822 1.573
C 1.291 -3.602 0.915
H 3.365 -6.164 7.048
H 2.247 -7.531 7.163
H 1.763 -5.965 7.786
H -0.131 -6.522 6.470
H 0.538 -7.779 5.458
H 0.187 -4.974 4.380
H -1.205 -6.097 4.600
H -0.270 -6.010 2.417
H 1.712 -7.464 2.109
H 2.097 -7.043 3.716
H 2.984 -5.455 1.879
H 2.173 -4.662 3.261
H 0.389 -3.260 0.420
H 1.970 -3.813 0.074
H 1.753 -2.845 1.557
C 4.362 0.178 0.410
O 3.661 0.239 1.584
C 4.487 0.106 2.747
C 5.271 1.353 3.034
N 6.716 1.205 2.628
C 7.368 2.448 2.665
C 7.485 3.127 4.056
O 8.723 3.858 4.082
C 9.160 4.216 5.402
H 5.145 0.949 0.274
H 3.739 0.317 -0.477
H 4.928 -0.757 0.255
H 5.143 -0.773 2.669
H 3.763 -0.112 3.534
H 5.259 1.523 4.137
H 4.854 2.250 2.581
H 7.147 0.619 3.343
H 6.915 3.115 1.918
H 8.399 2.420 2.287
H 7.566 2.368 4.847
H 6.669 3.843 4.221
H 10.152 4.645 5.344
H 9.220 3.331 6.086
H 8.420 4.853 5.931
C -3.861 -1.516 1.495
O -5.104 -1.533 0.914
C -5.076 -2.285 -0.284
C -6.305 -2.001 -1.063
N -6.307 -0.790 -1.888
C -6.297 0.461 -1.111
C -6.016 1.640 -1.929
O -5.992 2.728 -1.079
C -5.598 3.926 -1.736
H -3.935 -1.357 2.567
H -3.229 -0.740 1.058
H -3.304 -2.455 1.347
H -5.108 -3.349 0.007
H -4.150 -2.037 -0.818
H -7.166 -2.070 -0.387
H -6.479 -2.796 -1.801
H -5.522 -0.909 -2.529
H -5.775 0.487 -0.147
H -7.355 0.562 -0.802
H -6.859 1.818 -2.623
H -5.144 1.476 -2.590
H -5.340 4.690 -1.008
H -6.434 4.377 -2.327
H -4.797 3.733 -2.465
```

E_HOMO: -8.39 eV
Structure (SMILES): COC[C@H](C)N.COC[C@H](C)N.COC[C@H](C)N.COCCNCCOC.COCCNCCOC.COCCNCCOC.COCCNCCOC.COCCNCCOC.COCCNCCOC.COCCNCCOC
Gap between HOMO and LUMO: 8.892 eV

CHI3S | the ωB97M-V functional and the def2-TZVPD basis

```
6
Properties=species:S:1:pos:R:3
C -0.472 -0.553 -1.011
S 0.258 0.784 -0.318
I 3.156 0.968 2.354
I -2.042 -1.934 -0.635
I -1.219 1.590 1.323
H 0.319 -0.856 -1.712
```

E_HOMO (alpha / beta): -7.21 / -7.21 eV
Gap between HOMO and LUMO (alpha / beta): 4.057 / 4.042 eV

Results for E_tot: -107930.23129; -36187.37870 (in eV, following the order of the records).